No. 1
C3H5N3 | ωB97M-V/def2-TZVPD

Computed properties:
highest occupied orbital energy = -8.49 eV
SMILES = Nc1ccn[nH]1
Kohn-Sham gap = 9.388 eV
relative energy (zero: lowest compared OMol25 entry of this formula, charge and spin) = 13.6 kcal/mol

CARTESIAN COORDINATES (ANGSTROEM)
N  -1.854  0.029  0.280
C  -0.462  0.017  0.122
C  0.515  -0.959  0.150
C  1.709  -0.259  -0.137
N  1.514  1.036  -0.299
N  0.182  1.182  -0.133
H  -2.225  -0.901  0.431
H  -2.309  0.425  -0.537
H  0.435  -1.998  0.428
H  2.698  -0.678  -0.271
H  -0.205  2.106  -0.033

Atoms 1-6, force components in eV/Å:
0.003 -0.130 -0.064
0.292 0.094 -0.036
-0.047 0.091 0.123
0.139 0.041 0.002
0.028 -0.254 -0.012
-0.227 0.059 0.059


No. 2
C27H33BrIrN3O2Se2 | ωB97M-V/def2-TZVPD

Computed properties:
highest occupied orbital energy (spin up / spin down) = -12.76 / -12.76 eV
net charge = +2
Kohn-Sham gap (spin up / spin down) = 4.811 / 4.812 eV
relative energy (zero: lowest compared OMol25 entry of this formula, charge and spin) = 38.3 kcal/mol

CARTESIAN COORDINATES (ANGSTROEM)
Ir  0.407  -1.601  0.134
C  0.091  -1.460  3.921
Se  -0.722  -2.192  2.325
C  0.096  -3.962  2.478
C  -0.302  -4.868  1.346
Se  -0.151  -4.051  -0.435
C  -2.042  -4.013  -0.856
H  1.166  -1.577  3.873
H  -0.323  -2.008  4.765
H  -0.184  -0.413  3.989
H  -0.233  -4.387  3.426
H  1.170  -3.799  2.514
H  -1.333  -5.206  1.434
H  0.347  -5.741  1.344
H  -2.397  -5.041  -0.803
H  -2.157  -3.638  -1.871
H  -2.586  -3.385  -0.155
C  0.870  -2.117  -3.153
O  0.053  -1.370  -2.225
C  -0.602  -0.251  -2.732
C  -0.646  0.061  -4.076
C  -1.295  1.222  -4.478
Br  -1.309  1.660  -6.306
C  -1.915  2.048  -3.564
C  -1.896  1.713  -2.211
C  -1.220  0.575  -1.808
O  -1.070  0.244  -0.464
C  -2.544  2.616  -1.246
N  -2.616  3.896  -1.407
C  -3.285  4.382  -0.290
C  -3.635  5.690  0.041
C  -4.305  5.891  1.229
C  -4.622  4.824  2.086
C  -4.284  3.524  1.774
C  -3.620  3.330  0.568
N  -3.103  2.191  -0.046
H  0.247  -2.581  -3.915
H  1.375  -2.883  -2.574
H  1.615  -1.472  -3.617
H  -0.174  -0.569  -4.814
H  -2.419  2.956  -3.864
H  -1.240  1.040  0.074
H  -3.392  6.506  -0.627
H  -4.601  6.893  1.512
H  -5.145  5.027  3.011
H  -4.528  2.702  2.437
H  -3.430  1.258  0.146
C  3.741  1.897  1.945
N  2.453  1.468  1.433
C  1.634  0.738  2.330
C  2.395  1.044  0.059
C  3.078  -0.299  -0.216
C  4.441  -0.327  -0.506
C  5.099  -1.518  -0.775
C  4.400  -2.718  -0.752
C  3.047  -2.714  -0.453
C  2.395  -1.512  -0.175
H  3.597  2.464  2.864
H  4.227  2.547  1.218
H  4.422  1.061  2.171
H  1.667  1.196  3.319
H  1.950  -0.320  2.428
H  0.591  0.754  1.974
H  2.858  1.814  -0.559
H  1.336  0.967  -0.228
H  4.983  0.611  -0.550
H  6.152  -1.508  -1.022
H  4.902  -3.652  -0.963
H  2.520  -3.659  -0.430

Atoms 1-6, force components in eV/Å:
-2.245 -0.418 -0.895
-0.080 0.073 0.182
1.243 0.051 -0.814
-0.026 -0.019 0.244
-0.075 -0.166 -0.016
0.819 1.133 0.494


No. 3
C16H23N3O6 | ωB97M-V/def2-TZVPD

Computed properties:
highest occupied orbital energy = -7.62 eV
SMILES = CNC(=O)[C@H](CO)NC(C)=O.Nc1ccccc1C(=O)CCC(=O)O
Kohn-Sham gap = 7.968 eV
relative energy (zero: lowest compared OMol25 entry of this formula, charge and spin) = 0.0 kcal/mol

CARTESIAN COORDINATES (ANGSTROEM)
C  -3.976  0.940  -4.078
N  -3.506  1.506  -2.815
C  -3.120  0.771  -1.764
O  -3.151  -0.457  -1.799
C  -2.629  1.505  -0.494
C  -2.883  0.705  0.794
O  -2.176  -0.517  0.748
N  -3.118  2.889  -0.339
C  -4.401  3.252  -0.301
C  -4.682  4.720  -0.087
O  -5.325  2.464  -0.434
H  -3.211  0.282  -4.495
H  -4.198  1.734  -4.793
H  -4.880  0.353  -3.901
H  -3.529  2.506  -2.702
H  -1.547  1.573  -0.604
H  -2.541  1.280  1.655
H  -3.951  0.506  0.900
H  -2.521  -0.993  -0.029
H  -2.429  3.611  -0.198
H  -4.336  5.283  -0.952
H  -4.172  5.062  0.812
H  -5.756  4.859  0.031
N  0.720  -0.480  1.180
C  1.331  -1.673  0.866
C  0.550  -2.819  0.985
C  1.077  -4.075  0.691
C  2.392  -4.174  0.244
C  3.175  -3.025  0.107
C  2.676  -1.747  0.440
C  3.553  -0.550  0.343
O  3.089  0.590  0.360
C  5.075  -0.631  0.125
C  5.854  -1.447  1.186
C  5.381  -1.187  2.610
O  4.666  -2.014  3.141
O  5.796  -0.060  3.221
H  1.247  0.357  0.917
H  -0.304  -0.454  1.124
H  -0.477  -2.735  1.326
H  0.464  -4.965  0.800
H  2.804  -5.147  -0.005
H  4.177  -3.159  -0.282
H  5.267  -1.044  -0.868
H  5.468  0.391  0.132
H  6.916  -1.194  1.125
H  5.775  -2.518  0.992
H  5.367  -0.075  4.090

Atoms 1-6, force components in eV/Å:
0.098 -0.325 0.445
0.231 0.780 -0.249
-0.653 -0.445 0.100
0.195 0.181 0.221
-0.243 0.617 0.158
-0.324 -0.410 -0.567


No. 4
C15H21BF4GaGe2O7P2 | ωB97M-V/def2-TZVPD

Computed properties:
highest occupied orbital energy (spin up / spin down) = -9.13 / -9.72 eV
Kohn-Sham gap (spin up / spin down) = 9.297 / 6.093 eV
2S+1 = 2
relative energy (zero: lowest compared OMol25 entry of this formula, charge and spin) = 3.3 kcal/mol

CARTESIAN COORDINATES (ANGSTROEM)
Ga  1.881  0.656  0.478
O  5.270  -1.197  -0.295
P  3.804  -1.318  -0.836
O  3.670  -1.936  -2.145
O  3.141  0.097  -0.689
O  3.035  -2.185  0.325
P  3.008  -1.685  1.853
O  2.335  -2.886  2.630
O  4.363  -1.327  2.305
O  1.928  -0.579  1.885
H  5.289  -1.107  0.683
H  2.997  -3.452  3.045
F  0.803  3.867  1.157
B  1.976  3.348  0.690
F  1.768  2.579  -0.503
F  3.020  4.177  0.632
F  2.307  2.176  1.622
C  -0.448  1.573  3.211
Ge  -1.386  0.294  2.097
C  -3.251  0.817  1.788
C  -1.222  -1.531  2.746
Ge  -0.582  0.273  -0.299
C  -1.350  1.589  -1.464
C  -1.451  2.931  -1.083
C  -2.019  3.859  -1.938
C  -2.486  3.458  -3.183
C  -2.385  2.130  -3.577
C  -1.818  1.198  -2.723
C  -0.592  -1.482  -1.122
C  -1.622  -2.381  -0.840
C  -1.617  -3.651  -1.398
C  -0.572  -4.038  -2.226
C  0.456  -3.153  -2.512
C  0.440  -1.876  -1.973
H  -0.961  1.605  4.174
H  -0.448  2.569  2.774
H  0.579  1.254  3.379
H  -3.768  0.815  2.749
H  -3.756  0.122  1.119
H  -3.309  1.817  1.359
H  -1.676  -1.562  3.739
H  -0.175  -1.815  2.828
H  -1.736  -2.242  2.103
H  -1.062  3.257  -0.125
H  -2.088  4.897  -1.640
H  -2.925  4.186  -3.853
H  -2.746  1.823  -4.550
H  -1.740  0.163  -3.034
H  -2.440  -2.095  -0.187
H  -2.421  -4.341  -1.179
H  -0.559  -5.035  -2.647
H  1.288  -3.449  -3.137
H  1.255  -1.205  -2.213

Atoms 1-6, force components in eV/Å:
-0.432 0.040 0.155
0.100 0.001 -0.063
-0.089 -0.077 0.085
0.024 -0.042 -0.056
0.106 0.114 -0.024
0.027 0.011 -0.024


No. 5
C18H29BBeBr2CaCl2F4N5NaO7P | ωB97M-V/def2-TZVPD

Computed properties:
highest occupied orbital energy = -8.17 eV
net charge = +1
Kohn-Sham gap = 1.342 eV

CARTESIAN COORDINATES (ANGSTROEM)
N  3.727  1.336  2.007
C  3.949  1.108  0.586
C  4.276  -0.398  0.212
C  3.392  -1.472  0.993
C  2.567  -2.415  0.021
O  1.155  -2.088  -0.047
C  0.877  -1.125  -0.985
O  1.443  -0.961  -2.035
N  -0.268  -0.235  -0.693
C  0.168  0.927  0.122
C  0.197  2.297  -0.690
O  0.924  3.137  -0.262
Br  -0.964  2.568  -2.266
P  -1.552  -1.172  0.063
N  -1.360  -1.206  1.817
O  -3.066  -0.409  -0.155
H  3.056  2.157  2.034
H  4.600  1.679  2.466
H  4.870  1.771  0.292
H  3.089  1.462  -0.039
H  4.133  -0.518  -0.900
H  5.379  -0.545  0.402
H  2.760  -1.033  1.809
H  4.128  -2.153  1.515
H  2.625  -3.447  0.475
H  3.083  -2.489  -0.969
H  1.169  0.709  0.571
H  -0.570  1.120  0.961
H  -1.863  -0.366  2.130
H  -1.985  -2.048  2.156
H  -2.929  0.490  0.222
Be  -3.371  2.912  -2.296
N  -3.475  5.958  0.752
C  -3.766  7.118  0.094
C  -4.995  7.547  0.527
C  -5.456  6.606  1.488
C  -4.492  5.638  1.605
H  -2.632  5.417  0.626
H  -3.078  7.538  -0.623
H  -5.508  8.442  0.191
H  -6.393  6.637  2.034
H  -4.445  4.752  2.220
Br  -2.516  -1.777  3.700
B  -2.554  -2.976  7.099
F  -3.025  -4.287  6.827
F  -2.678  -2.703  8.481
F  -1.185  -2.872  6.709
F  -3.325  -2.028  6.354
Ca  -7.250  6.797  -0.176
Cl  4.730  2.719  -1.497
Cl  4.091  3.682  2.152
Na  -2.070  -3.585  -0.704
C  1.206  -5.757  6.473
O  1.276  -4.421  6.938
H  1.924  -6.359  7.031
H  0.200  -6.154  6.634
H  1.455  -5.797  5.407
H  0.631  -3.908  6.430
C  1.152  -0.822  -5.346
C  1.508  -0.371  -6.611
C  1.178  -1.118  -7.734
C  0.488  -2.313  -7.577
C  0.136  -2.776  -6.316
C  0.471  -2.025  -5.198
N  0.115  -3.094  -8.762
O  0.456  -2.669  -9.851
O  -0.518  -4.121  -8.587
H  1.406  -0.234  -4.471
H  2.040  0.567  -6.723
H  1.459  -0.758  -8.716
H  -0.398  -3.710  -6.192
H  0.198  -2.375  -4.208

Atoms 1-6, force components in eV/Å:
0.519 1.468 -3.414
-0.811 -1.427 0.565
0.568 0.272 0.109
0.615 -0.349 -0.500
1.746 -1.262 1.350
0.065 1.761 -1.134


No. 6
C30H28FN3O9Zn | ωB97M-V/def2-TZVPD

Computed properties:
highest occupied orbital energy (spin up / spin down) = 0.97 / 1.01 eV
net charge = -2
Kohn-Sham gap (spin up / spin down) = 2.995 / 2.957 eV
relative energy (zero: lowest compared OMol25 entry of this formula, charge and spin) = 186.3 kcal/mol

CARTESIAN COORDINATES (ANGSTROEM)
Zn  -0.004  0.008  -0.084
C  6.304  4.306  -2.712
C  4.925  4.875  -3.052
C  4.838  5.367  -4.491
C  4.929  4.208  -5.475
C  3.969  3.118  -5.090
C  3.566  2.164  -6.076
C  2.681  1.167  -5.705
F  2.302  0.266  -6.673
C  2.168  1.033  -4.443
C  2.575  1.970  -3.437
C  2.071  1.853  -2.107
O  1.251  0.973  -1.748
C  2.544  2.826  -1.115
C  3.410  3.774  -1.501
N  3.884  3.904  -2.789
C  3.492  3.005  -3.791
C  2.047  2.723  0.325
O  2.473  3.573  1.138
O  1.265  1.768  0.567
H  7.093  5.030  -2.942
H  6.496  3.389  -3.271
H  6.360  4.066  -1.649
H  4.750  5.736  -2.399
H  5.627  6.102  -4.682
H  3.882  5.879  -4.628
H  5.958  3.818  -5.507
H  4.698  4.569  -6.483
H  3.933  2.219  -7.093
H  1.474  0.245  -4.183
H  3.784  4.496  -0.783
C  1.958  2.276  6.345
O  0.931  1.359  6.658
C  0.322  0.718  5.611
C  -0.703  -0.190  5.985
C  -1.372  -0.874  5.009
C  -1.076  -0.705  3.637
C  -1.739  -1.392  2.573
C  -2.839  -2.401  2.801
O  -1.362  -1.139  1.397
C  -0.019  0.224  3.257
O  0.269  0.406  2.052
C  0.662  0.928  4.307
H  2.315  2.678  7.292
H  1.587  3.093  5.722
H  2.785  1.784  5.827
H  -0.941  -0.326  7.032
H  -2.148  -1.556  5.338
H  -3.067  -2.538  3.855
H  -2.541  -3.365  2.387
H  -3.750  -2.077  2.297
H  1.439  1.622  4.018
O  -0.297  -0.422  -1.957
O  2.089  -6.876  -1.957
C  1.166  -6.421  -2.948
N  0.421  -5.338  -2.409
C  -0.937  -5.365  -2.279
O  -1.594  -6.337  -2.626
C  -1.584  -4.148  -1.707
C  -2.964  -4.129  -1.581
C  -3.563  -2.990  -1.068
C  -2.762  -1.925  -0.683
N  -1.438  -1.933  -0.787
C  -0.876  -3.012  -1.302
H  2.625  -7.567  -2.357
H  0.474  -7.213  -3.231
H  1.718  -6.087  -3.834
H  0.939  -4.525  -2.122
H  -3.547  -4.986  -1.890
H  -4.639  -2.928  -0.961
H  -3.211  -1.027  -0.276
H  0.203  -2.943  -1.390

Atoms 1-6, force components in eV/Å:
-0.075 0.239 -1.142
0.069 0.014 0.025
0.323 0.195 0.012
-0.020 0.086 -0.116
0.148 0.119 -0.031
-0.119 -1.074 -1.612


No. 7
C58H45BaBr3N4O2P2S2 | ωB97M-V/def2-TZVPD

Computed properties:
highest occupied orbital energy = -7.19 eV
Kohn-Sham gap = 7.140 eV
relative energy (zero: lowest compared OMol25 entry of this formula, charge and spin) = 85.0 kcal/mol

CARTESIAN COORDINATES (ANGSTROEM)
Ba  -3.102  -0.140  -0.871
O  -1.261  -0.275  -2.009
S  -0.266  0.102  -0.977
C  0.217  1.771  -1.408
C  -0.300  2.343  -2.542
C  0.219  3.525  -3.104
C  1.328  4.072  -2.521
C  2.229  5.201  -2.941
C  3.274  5.323  -1.806
C  2.957  4.198  -0.860
C  3.554  3.765  0.294
C  2.973  2.689  0.988
C  1.851  2.007  0.549
P  1.035  0.741  1.611
C  0.441  1.790  3.001
C  -0.241  1.121  4.018
C  -0.731  1.818  5.107
C  -0.566  3.192  5.183
C  0.067  3.867  4.154
C  0.575  3.170  3.071
C  2.518  -0.013  2.391
C  2.771  -0.027  3.757
C  3.808  -0.789  4.268
C  4.599  -1.549  3.423
C  4.372  -1.521  2.055
C  3.336  -0.763  1.547
C  1.264  2.393  -0.685
C  1.821  3.515  -1.324
C  1.229  -0.707  -1.646
C  2.093  -0.058  -2.494
C  3.179  -0.694  -3.125
C  3.368  -2.027  -2.904
C  4.389  -2.993  -3.427
C  4.045  -4.342  -2.753
C  2.840  -4.053  -1.906
C  2.093  -4.850  -1.084
C  0.997  -4.276  -0.427
C  0.623  -2.948  -0.556
P  -0.895  -2.429  0.351
C  -0.382  -2.737  2.082
C  -1.382  -2.628  3.048
C  -1.064  -2.733  4.390
C  0.248  -2.953  4.783
C  1.240  -3.073  3.825
C  0.931  -2.955  2.481
C  -1.856  -3.937  -0.073
C  -2.227  -4.011  -1.414
C  -2.932  -5.099  -1.889
C  -3.270  -6.129  -1.024
C  -2.900  -6.061  0.307
C  -2.200  -4.967  0.790
C  1.397  -2.093  -1.383
C  2.490  -2.699  -2.035
H  -1.098  1.824  -3.055
H  -0.226  3.936  -3.998
H  1.676  6.130  -3.083
H  2.709  4.962  -3.894
H  3.190  6.282  -1.292
H  4.293  5.249  -2.189
H  4.439  4.240  0.692
H  3.425  2.378  1.920
H  -0.382  0.049  3.944
H  -1.234  1.294  5.909
H  -0.930  3.736  6.040
H  0.162  4.943  4.198
H  1.061  3.716  2.275
H  2.159  0.555  4.431
H  3.986  -0.804  5.335
H  5.392  -2.162  3.825
H  4.989  -2.109  1.387
H  3.147  -0.749  0.481
H  1.958  0.992  -2.701
H  3.825  -0.124  -3.774
H  5.403  -2.674  -3.181
H  4.331  -3.058  -4.514
H  4.875  -4.695  -2.137
H  3.826  -5.125  -3.482
H  2.320  -5.897  -0.936
H  0.405  -4.915  0.215
H  -2.405  -2.470  2.731
H  -1.841  -2.647  5.137
H  0.497  -3.037  5.831
H  2.264  -3.253  4.119
H  1.718  -3.038  1.746
H  -1.940  -3.207  -2.084
H  -3.223  -5.148  -2.928
H  -3.825  -6.982  -1.388
H  -3.162  -6.863  0.980
H  -1.925  -4.915  1.833
N  -3.059  0.031  2.967
N  -3.563  1.331  2.961
C  -3.096  2.287  2.144
N  -3.553  3.538  2.363
S  -1.919  2.027  0.993
H  -3.761  -0.631  2.628
H  -2.795  -0.222  3.918
H  -4.419  1.536  3.476
H  -4.426  3.668  2.852
H  -3.345  4.232  1.661
Br  -5.285  4.206  -0.313
C  -4.478  3.491  -1.875
C  -4.130  4.358  -2.897
C  -3.575  3.862  -4.052
Br  -3.083  5.098  -5.431
C  -3.395  2.479  -4.231
C  -2.893  1.876  -5.401
C  -2.854  0.510  -5.496
C  -3.273  -0.251  -4.398
N  -3.694  0.278  -3.280
C  -3.769  1.608  -3.170
C  -4.316  2.102  -1.932
O  -4.632  1.314  -0.999
H  -4.299  5.419  -2.777
H  -2.566  2.498  -6.222
H  -2.517  0.024  -6.398
H  -3.268  -1.331  -4.439
Br  -4.690  -1.835  0.674

Atoms 1-6, force components in eV/Å:
-0.801 -3.238 4.292
2.958 -0.502 -4.111
2.841 0.640 -0.272
-0.104 -0.016 0.009
-0.169 -0.407 0.130
0.239 0.234 0.077